Entry 1:
C33H38N2P2SSrTe | ωB97M-V with the def2-TZVPD basis set

The HOMO energy (spin up / spin down) comes out at -4.656 / -4.491 eV. The energy relative to the best compared isomer or geometry (same formula, charge and spin) is 326.7 kcal/mol. The LUMO energy (spin up / spin down) comes out at -0.00354 / -0.00297 Ha. The charge is 0. The strongest force on any atom comes out at 13.82 eV Å⁻¹. The gap between HOMO and LUMO (spin up / spin down) is 4.56 / 4.41 eV.

Geometry (Å):
Sr  -0.951  -1.272  -1.309
C  6.048  3.043  0.827
S  4.254  2.880  0.648
C  3.827  2.268  2.324
C  2.965  1.034  2.235
C  1.743  1.287  1.376
N  1.038  0.101  1.254
P  1.240  -1.131  0.062
C  3.013  -0.887  -0.329
C  3.301  0.191  -1.160
C  4.599  0.451  -1.542
C  5.611  -0.384  -1.102
C  5.329  -1.460  -0.274
C  4.027  -1.717  0.113
C  0.848  -0.385  -1.462
C  0.030  0.730  -1.252
C  -0.341  1.491  -2.497
C  0.036  0.965  -3.757
C  0.669  -0.223  -3.840
C  1.056  -0.903  -2.660
P  -0.627  -0.118  0.806
C  -0.898  -1.267  2.205
C  -1.247  -2.585  1.945
C  -1.144  -3.489  2.993
C  -0.686  -3.081  4.237
C  -0.351  -1.754  4.477
C  -0.456  -0.845  3.448
C  -1.329  1.414  1.535
C  -2.610  1.219  2.017
C  -3.570  2.219  1.888
C  -3.243  3.433  1.319
C  -1.961  3.657  0.839
C  -1.063  2.621  0.871
H  6.415  3.517  -0.079
H  6.490  2.054  0.936
H  6.260  3.667  1.691
H  3.310  3.074  2.852
H  4.762  2.046  2.833
H  2.628  0.714  3.227
H  3.515  0.203  1.770
H  2.097  1.707  0.405
H  1.079  2.041  1.848
H  2.500  0.850  -1.553
H  4.809  1.298  -2.180
H  6.628  -0.187  -1.413
H  6.131  -2.102  0.063
H  3.769  -2.560  0.739
H  0.696  1.481  -0.686
H  -0.168  2.576  -2.336
H  -0.120  1.606  -4.607
H  1.027  -0.589  -4.783
H  1.664  -1.783  -2.720
H  -1.529  -2.906  0.903
H  -1.390  -4.523  2.808
H  -0.557  -3.797  5.036
H  0.015  -1.439  5.446
H  -0.173  0.208  3.571
H  -2.866  0.233  2.395
H  -4.582  2.026  2.212
H  -3.991  4.203  1.200
H  -1.689  4.565  0.316
H  -0.144  2.764  0.290
C  -6.365  -2.072  -2.629
C  -4.899  -1.780  -2.280
C  -4.023  -1.966  -3.517
C  -4.407  -2.709  -1.168
C  -4.805  -0.397  -1.856
N  -4.925  0.712  -1.573
H  -6.417  -3.087  -3.006
H  -6.725  -1.389  -3.392
H  -7.008  -1.979  -1.760
H  -3.973  -3.028  -3.739
H  -2.966  -1.680  -3.245
H  -4.446  -1.427  -4.356
H  -4.341  -3.715  -1.578
H  -5.100  -2.692  -0.335
H  -3.339  -2.427  -0.915
Te  -1.998  1.190  -1.070

Entry 2:
C33H38N3O | ωB97M-V with the def2-TZVPD basis set

The HOMO energy comes out at -10.109 eV. The energy relative to the best compared isomer or geometry (same formula, charge and spin) is 55.7 kcal/mol. The LUMO energy comes out at -0.19362 Ha. The charge is +1. The strongest force on any atom comes out at 1.60 eV Å⁻¹. The gap between HOMO and LUMO is 4.84 eV.

Geometry (Å):
C  4.525  4.326  1.374
N  3.105  4.583  1.134
C  2.811  5.808  0.462
C  3.252  5.977  -0.862
C  3.021  7.186  -1.511
C  2.372  8.225  -0.842
C  1.958  8.064  0.482
C  2.161  6.853  1.138
C  2.266  3.450  1.002
C  1.072  3.383  1.745
C  0.264  2.266  1.663
C  0.574  1.188  0.768
C  -0.303  0.062  0.642
C  -0.439  -0.794  -0.495
C  -1.251  -1.970  -0.410
C  -1.381  -2.828  -1.486
C  -0.759  -2.535  -2.722
N  -0.858  -3.476  -3.785
C  0.194  -4.493  -3.842
C  -1.462  -3.121  -5.028
C  -0.710  -2.480  -6.023
C  -1.341  -2.109  -7.210
C  -2.690  -2.410  -7.409
C  -3.418  -3.100  -6.438
C  -2.812  -3.451  -5.239
C  -0.015  -1.353  -2.866
C  0.135  -0.506  -1.776
C  1.795  1.293  0.035
C  2.655  2.366  0.187
H  4.604  3.416  1.973
H  5.095  4.214  0.444
H  4.922  5.175  1.939
H  3.770  5.147  -1.349
H  3.353  7.298  -2.544
H  2.188  9.172  -1.358
H  1.467  8.880  1.015
H  1.856  6.685  2.176
H  0.833  4.225  2.404
H  -0.663  2.235  2.240
H  -1.031  -0.090  1.444
H  -1.783  -2.183  0.518
H  -1.968  -3.746  -1.418
H  -0.053  -5.199  -4.640
H  1.187  -4.060  -4.030
H  0.213  -5.013  -2.880
H  0.347  -2.276  -5.838
H  -0.762  -1.579  -7.968
H  -3.184  -2.106  -8.337
H  -4.465  -3.365  -6.601
H  -3.334  -4.000  -4.448
H  0.457  -1.127  -3.835
H  0.680  0.420  -1.942
H  2.070  0.529  -0.689
H  3.607  2.405  -0.361
C  -4.245  -3.237  2.258
O  -2.933  -2.880  2.697
C  -2.673  -3.350  4.013
C  -1.210  -3.061  4.362
C  -0.753  -3.234  5.825
C  0.251  -2.081  6.050
C  -0.013  -1.055  4.921
N  -0.846  -1.745  3.995
H  -4.303  -3.047  1.178
H  -4.481  -4.299  2.447
H  -5.019  -2.645  2.775
H  -3.343  -2.840  4.735
H  -2.823  -4.450  4.056
H  -0.660  -3.841  3.796
H  -1.595  -3.182  6.529
H  -0.238  -4.203  5.921
H  0.149  -1.622  7.038
H  1.272  -2.459  5.905
H  -0.519  -0.178  5.361
H  0.917  -0.676  4.465
H  -1.060  -1.377  3.073

Entry 3:
C33H38N4O6 | ωB97M-V with the def2-TZVPD basis set

The HOMO energy comes out at -8.353 eV. As for the structure (SMILES): COc1ccc([C@@H](C(=O)NC2CCCCC2)N(C(=O)CCCC(=O)Nc2ccccn2)c2ccc3c(c2)OCCO3)cc1. The energy relative to the best compared isomer or geometry (same formula, charge and spin) is 1.5 kcal/mol. The LUMO energy comes out at 0.02314 Ha. The charge is 0. The strongest force on any atom comes out at 0.70 eV Å⁻¹. The gap between HOMO and LUMO is 8.98 eV.

Geometry (Å):
C  -3.318  -6.714  -0.867
O  -3.572  -5.839  0.206
C  -3.020  -4.596  0.176
C  -3.320  -3.770  1.262
C  -2.814  -2.491  1.327
C  -1.991  -1.993  0.320
C  -1.459  -0.589  0.427
C  0.073  -0.432  0.540
O  0.541  0.696  0.522
N  0.788  -1.539  0.733
C  2.240  -1.524  0.753
C  2.769  -2.516  1.785
C  4.294  -2.459  1.816
C  4.874  -2.762  0.437
C  4.324  -1.785  -0.598
C  2.801  -1.856  -0.631
N  -1.868  0.287  -0.676
C  -1.079  0.342  -1.779
O  -0.246  -0.522  -2.001
C  -1.180  1.581  -2.637
C  -0.005  2.486  -2.214
C  1.322  1.939  -2.747
C  2.537  2.515  -2.042
O  3.283  3.309  -2.574
N  2.710  2.013  -0.786
C  3.765  2.224  0.082
C  4.803  3.131  -0.154
C  5.803  3.237  0.793
C  5.747  2.454  1.939
C  4.679  1.586  2.075
N  3.719  1.465  1.176
C  -2.913  1.205  -0.408
C  -4.119  1.103  -1.093
C  -5.150  1.973  -0.801
C  -4.995  2.952  0.172
C  -3.770  3.076  0.839
C  -2.739  2.192  0.551
O  -3.545  4.053  1.770
C  -4.506  5.085  1.741
C  -5.911  4.492  1.653
O  -6.059  3.769  0.450
C  -1.694  -2.820  -0.757
C  -2.200  -4.106  -0.834
H  -2.250  -6.940  -0.958
H  -3.685  -6.307  -1.814
H  -3.859  -7.630  -0.635
H  -3.959  -4.158  2.039
H  -3.063  -1.867  2.174
H  -1.867  -0.138  1.340
H  0.333  -2.433  0.617
H  2.544  -0.507  1.031
H  2.364  -2.276  2.770
H  2.443  -3.526  1.522
H  4.677  -3.174  2.547
H  4.607  -1.459  2.121
H  5.963  -2.693  0.471
H  4.613  -3.783  0.148
H  4.729  -2.017  -1.585
H  4.629  -0.770  -0.338
H  2.397  -1.156  -1.364
H  2.484  -2.862  -0.919
H  -2.126  2.097  -2.489
H  -1.072  1.307  -3.687
H  -0.170  3.495  -2.596
H  0.024  2.537  -1.124
H  1.414  2.166  -3.810
H  1.330  0.855  -2.617
H  1.987  1.407  -0.389
H  4.809  3.720  -1.054
H  6.620  3.927  0.641
H  6.509  2.517  2.700
H  4.580  0.949  2.945
H  -4.243  0.338  -1.844
H  -6.098  1.907  -1.310
H  -1.799  2.299  1.070
H  -4.373  5.658  2.660
H  -4.332  5.734  0.872
H  -6.673  5.273  1.640
H  -6.078  3.827  2.511
H  -1.060  -2.452  -1.548
H  -1.947  -4.713  -1.689

Entry 4:
C33H38N7O3RuS2 | ωB97M-V with the def2-TZVPD basis set

The HOMO energy comes out at -16.624 eV. The energy relative to the best compared isomer or geometry (same formula, charge and spin) is 6.1 kcal/mol. The LUMO energy comes out at -0.33888 Ha. The charge is +3. The strongest force on any atom comes out at 0.99 eV Å⁻¹. The gap between HOMO and LUMO is 7.40 eV.

Geometry (Å):
Ru  0.246  0.088  -0.428
C  0.435  2.035  3.485
C  0.412  1.580  2.060
N  0.296  0.336  1.690
N  0.455  -0.597  2.690
C  0.187  -1.895  2.635
N  0.359  -2.603  3.742
S  -0.375  -2.909  1.340
C  0.662  2.544  0.992
C  0.826  3.902  1.231
C  1.255  4.732  0.208
C  1.530  4.172  -1.026
C  1.328  2.813  -1.208
N  0.895  2.010  -0.234
H  -0.016  1.327  4.177
H  -0.141  2.954  3.584
H  1.458  2.259  3.800
H  0.961  -0.281  3.510
H  0.497  -2.171  4.646
H  0.318  -3.614  3.733
H  0.638  4.318  2.209
H  1.387  5.791  0.384
H  1.890  4.768  -1.852
H  1.521  2.352  -2.165
C  -5.947  3.521  -0.647
C  -5.228  2.928  -1.860
C  -4.945  4.051  -2.869
C  -6.124  1.860  -2.513
C  -3.934  2.241  -1.464
C  -3.630  1.888  -0.151
C  -2.444  1.244  0.136
N  -1.548  0.917  -0.802
C  -1.832  1.216  -2.090
C  -2.992  1.880  -2.431
C  -0.818  0.767  -3.056
C  -0.965  0.837  -4.429
C  0.038  0.381  -5.283
C  1.186  -0.131  -4.672
C  1.270  -0.188  -3.298
N  0.289  0.240  -2.496
C  -0.139  0.391  -6.792
C  -1.000  1.578  -7.242
C  1.212  0.462  -7.511
C  -0.847  -0.926  -7.160
H  -6.832  4.059  -0.983
H  -5.316  4.230  -0.107
H  -6.289  2.750  0.045
H  -5.870  4.587  -3.077
H  -4.580  3.672  -3.825
H  -4.224  4.770  -2.477
H  -7.052  2.324  -2.847
H  -6.375  1.068  -1.806
H  -5.644  1.409  -3.383
H  -4.305  2.113  0.661
H  -2.204  0.962  1.152
H  -3.177  2.118  -3.467
H  -1.874  1.245  -4.844
H  2.024  -0.479  -5.258
H  2.162  -0.561  -2.808
H  -0.586  2.527  -6.899
H  -2.034  1.497  -6.905
H  -1.030  1.603  -8.330
H  1.790  1.334  -7.199
H  1.041  0.544  -8.584
H  1.814  -0.434  -7.358
H  -1.834  -0.992  -6.697
H  -0.260  -1.792  -6.850
H  -0.977  -0.976  -8.241
O  2.023  -1.447  -0.180
C  1.160  -2.135  -0.702
N  -0.216  -2.057  -0.146
S  -1.325  -2.844  -1.382
O  -2.149  -3.720  -0.631
O  -1.846  -1.794  -2.176
C  0.026  -3.626  -2.191
C  -0.071  -4.610  -3.149
C  1.120  -5.049  -3.726
C  2.349  -4.501  -3.360
C  2.427  -3.508  -2.396
C  1.244  -3.070  -1.806
H  -1.022  -5.037  -3.437
H  1.087  -5.838  -4.466
H  3.254  -4.872  -3.820
H  3.380  -3.103  -2.080

Entry 5:
C33H38NO5ReS2 | ωB97M-V with the def2-TZVPD basis set

As for the spin multiplicity: 2. The HOMO energy (spin up / spin down) comes out at -16.767 / -16.688 eV. The energy relative to the best compared isomer or geometry (same formula, charge and spin) is 0.0 kcal/mol. The LUMO energy (spin up / spin down) comes out at -0.34801 / -0.33927 Ha. The charge is +3. The strongest force on any atom comes out at 0.43 eV Å⁻¹. The gap between HOMO and LUMO (spin up / spin down) is 7.30 / 7.46 eV.

Geometry (Å):
Re  0.187  0.540  1.484
O  -1.109  1.704  0.411
S  -1.460  2.972  -0.401
C  -0.509  2.846  -1.932
C  0.994  3.141  -1.888
C  1.819  2.199  -2.776
C  1.754  0.708  -2.456
S  2.377  0.133  -0.863
O  1.567  1.064  0.134
C  4.018  0.755  -0.777
C  5.027  -0.160  -1.060
C  6.342  0.280  -1.059
C  6.629  1.603  -0.755
C  5.609  2.501  -0.450
C  4.288  2.086  -0.466
C  -0.770  4.358  0.442
C  0.386  4.275  1.213
C  0.846  5.418  1.843
C  0.165  6.623  1.690
C  -0.987  6.691  0.921
C  -1.474  5.548  0.301
H  -1.040  3.512  -2.616
H  -0.749  1.828  -2.247
H  1.359  3.093  -0.868
H  1.162  4.162  -2.226
H  2.859  2.527  -2.776
H  1.484  2.287  -3.814
H  2.338  0.131  -3.178
H  0.737  0.308  -2.476
H  4.793  -1.195  -1.279
H  7.141  -0.413  -1.285
H  7.656  1.941  -0.748
H  5.847  3.528  -0.209
H  3.488  2.774  -0.228
H  0.919  3.337  1.321
H  1.740  5.380  2.452
H  0.534  7.512  2.184
H  -1.519  7.627  0.815
H  -2.391  5.585  -0.277
C  -2.059  1.366  3.424
O  -1.490  0.199  2.744
C  -2.383  -0.851  2.453
C  -3.690  -0.605  2.099
C  -4.512  -1.678  1.773
C  -4.021  -2.974  1.783
C  -2.700  -3.208  2.137
C  -1.885  -2.142  2.477
N  -0.533  -2.413  2.911
C  0.448  -2.821  2.155
C  0.507  -2.841  0.731
C  1.223  -3.931  0.181
C  1.152  -4.213  -1.161
C  0.380  -3.389  -1.984
C  -0.250  -2.263  -1.482
C  -0.162  -1.941  -0.134
O  -0.668  -0.764  0.273
H  -1.224  1.876  3.894
H  -2.763  1.014  4.173
H  -2.544  2.011  2.696
H  -4.078  0.404  2.067
H  -5.544  -1.491  1.506
H  -4.665  -3.804  1.530
H  -2.306  -4.216  2.173
H  -0.397  -2.494  3.913
H  1.283  -3.261  2.695
H  1.780  -4.584  0.843
H  1.665  -5.072  -1.569
H  0.289  -3.621  -3.037
H  -0.826  -1.611  -2.127
C  2.369  1.825  4.649
C  2.547  0.695  3.667
C  2.738  -0.662  4.298
O  1.328  0.644  2.821
H  3.283  1.933  5.233
H  1.551  1.616  5.338
H  2.182  2.768  4.136
H  3.342  0.912  2.951
H  1.910  -0.894  4.969
H  3.654  -0.654  4.888
H  2.841  -1.439  3.539

Entry 6:
C33H39As2N7O4Ti | ωB97M-V with the def2-TZVPD basis set

As for the spin multiplicity: 2. The HOMO energy (spin up / spin down) comes out at -10.300 / -10.322 eV. The energy relative to the best compared isomer or geometry (same formula, charge and spin) is 0.0 kcal/mol. The LUMO energy (spin up / spin down) comes out at -0.10914 / -0.10994 Ha. The charge is +1. The strongest force on any atom comes out at 1.03 eV Å⁻¹. The gap between HOMO and LUMO (spin up / spin down) is 7.33 / 7.33 eV.

Geometry (Å):
Ti  -0.446  -0.301  0.073
C  -1.867  2.713  2.234
C  -2.789  1.553  2.007
C  -4.132  1.702  2.365
C  -5.008  0.652  2.241
C  -4.510  -0.564  1.791
C  -3.176  -0.640  1.447
N  -2.324  0.404  1.498
C  -2.665  -1.959  0.956
C  -3.087  -3.118  1.585
C  -2.689  -4.333  1.065
C  -1.966  -4.342  -0.112
C  -1.576  -3.142  -0.691
N  -1.851  -1.960  -0.110
C  -0.901  -3.180  -2.028
C  -0.065  -4.238  -2.348
C  0.454  -4.301  -3.631
C  0.116  -3.320  -4.534
C  -0.731  -2.286  -4.138
C  -1.102  -1.211  -5.110
N  -1.228  -2.221  -2.897
H  -2.092  3.163  3.201
H  -0.818  2.425  2.224
H  -2.015  3.482  1.473
H  -4.459  2.663  2.737
H  -6.054  0.764  2.493
H  -5.146  -1.431  1.689
H  -3.695  -3.057  2.475
H  -2.975  -5.260  1.544
H  -1.735  -5.271  -0.608
H  0.195  -4.989  -1.616
H  1.109  -5.114  -3.918
H  0.496  -3.338  -5.546
H  -2.094  -0.824  -4.883
H  -0.375  -0.397  -5.054
H  -1.107  -1.590  -6.131
C  2.974  0.180  1.522
As  1.204  0.931  1.832
C  0.862  0.448  3.681
C  1.752  2.812  2.039
C  2.671  3.055  3.066
C  3.135  4.329  3.341
C  2.687  5.397  2.577
C  1.800  5.160  1.540
C  1.328  3.876  1.252
As  0.181  3.651  -0.324
C  1.517  4.238  -1.631
C  -0.871  5.293  -0.183
H  3.715  0.719  2.107
H  3.203  0.274  0.461
H  2.985  -0.871  1.807
H  1.693  0.715  4.322
H  0.693  -0.625  3.715
H  -0.034  0.961  4.030
H  3.047  2.243  3.669
H  3.840  4.481  4.148
H  3.040  6.402  2.771
H  1.486  5.993  0.927
H  1.949  5.187  -1.312
H  1.039  4.354  -2.602
H  2.296  3.484  -1.717
H  -0.917  5.639  0.847
H  -1.883  5.096  -0.530
H  -0.433  6.073  -0.805
N  -1.890  0.482  -1.607
N  -1.132  1.271  -2.493
C  0.242  1.104  -2.369
O  0.999  1.375  -3.260
O  0.575  0.682  -1.154
H  -2.107  -0.419  -2.053
H  -2.735  0.986  -1.350
H  -1.458  1.306  -3.451
C  3.848  -3.629  -1.726
N  2.847  -3.178  -0.762
C  2.735  -3.782  0.447
C  1.815  -3.417  1.365
C  0.976  -2.325  0.991
O  0.106  -1.774  1.745
N  1.058  -1.759  -0.217
C  1.958  -2.164  -1.176
O  2.021  -1.722  -2.297
H  4.705  -4.019  -1.181
H  4.150  -2.785  -2.338
H  3.442  -4.404  -2.376
H  3.451  -4.572  0.635
H  1.744  -3.884  2.333